A structure of composition C16H28NO5SSbV. Source: OMol25; level of theory: ωB97M-V/def2-TZVPD.

```
53
C16H28NO5SSbV ωB97M-V/def2-TZVPD
V -0.4680 0.1651 0.0370
O -0.4400 3.0928 2.9649
C -0.7069 2.1557 2.1294
O 0.0543 1.7529 1.2329
C -2.0522 1.5207 2.2270
C -3.1094 1.8531 3.0578
C -4.3027 1.1556 2.8826
C -4.4122 0.1893 1.8832
C -3.2950 -0.0698 1.1048
N -2.1471 0.5701 1.3040
C -3.1305 -0.9741 -0.0818
O -4.0450 -1.7494 -0.5437
O -2.0277 -0.9338 -0.6516
H 0.4443 3.4900 2.8429
H -3.0120 2.6324 3.8025
H -5.1569 1.3805 3.5086
H -5.3541 -0.3225 1.7296
H -4.8918 -1.7453 -0.0671
C 0.6446 -3.6684 0.5751
Sb 0.6290 -1.8204 1.5969
C -0.2649 -2.2585 3.4635
C 2.6575 -1.4499 2.0585
H 1.1858 -4.3929 1.1818
H 1.1465 -3.5519 -0.3831
H -0.3722 -4.0198 0.4131
H 0.2810 -3.0859 3.9147
H -1.3042 -2.5534 3.3304
H -0.2069 -1.3959 4.1247
H 3.0114 -2.2530 2.7032
H 2.7675 -0.4979 2.5730
H 3.2376 -1.4397 1.1385
C 3.8896 -1.1061 -1.7614
C 3.6833 -0.4379 -3.1130
C 2.5482 0.5819 -3.1399
S 0.9505 -0.2097 -2.8471
O 0.7949 -0.2060 -1.2693
C -0.2817 0.9969 -3.4068
C -0.6883 2.0729 -2.4087
C 0.3940 3.0501 -1.9755
H 4.7612 -1.7570 -1.7924
H 3.0340 -1.7285 -1.4816
H 4.0534 -0.3646 -0.9760
H 3.5217 -1.1816 -3.8953
H 4.5810 0.1134 -3.3991
H 2.4387 1.0284 -4.1319
H 2.6627 1.3782 -2.4041
H -1.1362 0.3891 -3.7075
H 0.1362 1.4384 -4.3146
H -1.1966 1.6053 -1.5351
H -1.5106 2.6152 -2.8818
H 1.1637 2.5850 -1.3583
H -0.0399 3.8714 -1.4069
H 0.8805 3.4896 -2.8469
```

Values from the calculation:
Charge ... +3
Expectation value of S² ... 2.031
HOMO level (spin up / spin down) ... -18.67 / -18.38 eV
2S+1 ... 3
Energy above the lowest of the compared OMol25 structures with the same formula, charge and spin ... 0.0 kcal per mole
Calculated total energy ... -2638.9541 a.u.
Kohn-Sham gap (spin up / spin down) ... 8.057 / 7.576 eV